[1]
Molecular formula: C36H48AsN2O2S6SeTa
Method: DFT, ωB97M-V/def2-TZVPD

Properties
Energy above the lowest of the compared OMol25 structures with the same formula, charge and spin in kcal/mol: 9.4
LUMO energy in eV: -0.602
Kohn-Sham gap in Eh: 0.270
E_tot in eV: -237941.2499

Atoms and positions in Å:
Ta 1.073 0.129 -2.463
C 1.248 2.758 4.751
C 2.610 2.747 4.042
C 3.030 4.189 3.724
C 3.644 2.142 4.993
C 2.492 1.952 2.742
C 1.593 2.357 1.763
C 1.459 1.615 0.606
Se 0.325 2.205 -0.824
C -1.364 1.395 -0.408
C -2.188 1.873 0.591
C -3.457 1.328 0.755
C -3.858 0.368 -0.174
C -3.058 -0.111 -1.210
C -1.752 0.387 -1.288
O -0.851 -0.063 -2.188
C -3.594 -1.115 -2.240
C -5.071 -1.439 -2.007
C -3.461 -0.516 -3.649
C -2.804 -2.429 -2.170
C -4.353 1.809 1.896
C -5.703 1.089 1.912
C -4.609 3.315 1.748
C -3.648 1.543 3.234
C 2.212 0.466 0.362
O 1.936 -0.247 -0.750
C 3.193 0.087 1.285
C 3.279 0.836 2.458
C 4.180 -1.049 0.979
C 4.940 -0.719 -0.315
C 5.211 -1.216 2.098
C 3.453 -2.391 0.814
H 1.311 3.328 5.680
H 0.932 1.741 4.991
H 0.475 3.214 4.130
H 3.117 4.769 4.645
H 2.303 4.688 3.080
H 3.995 4.203 3.215
H 3.678 2.732 5.911
H 4.645 2.149 4.557
H 3.388 1.116 5.264
H 0.995 3.253 1.885
H -1.827 2.665 1.237
H -4.858 -0.027 -0.092
H -5.698 -0.546 -2.062
H -5.236 -1.925 -1.042
H -5.404 -2.130 -2.783
H -4.041 0.406 -3.731
H -3.841 -1.225 -4.389
H -2.423 -0.293 -3.892
H -2.859 -2.858 -1.165
H -1.762 -2.262 -2.423
H -3.221 -3.152 -2.875
H -6.268 1.273 0.996
H -6.299 1.456 2.749
H -5.581 0.011 2.036
H -5.102 3.529 0.798
H -3.681 3.888 1.782
H -5.251 3.669 2.557
H -3.463 0.474 3.365
H -4.269 1.890 4.063
H -2.688 2.060 3.292
H 4.018 0.541 3.186
H 5.486 0.222 -0.211
H 4.276 -0.627 -1.173
H 5.661 -1.512 -0.528
H 5.797 -0.307 2.250
H 5.903 -2.013 1.821
H 4.743 -1.495 3.046
H 2.770 -2.371 -0.032
H 2.894 -2.645 1.719
H 4.186 -3.182 0.637
C -0.151 -1.639 1.134
C 0.153 -2.639 0.064
N 0.376 -2.377 -1.188
C 0.520 -3.523 -1.934
C 0.465 -4.677 -1.224
S 0.184 -4.328 0.422
C 0.552 -3.390 -3.394
C 0.743 -4.395 -4.282
S 0.500 -3.814 -5.862
C 0.164 -2.244 -5.249
N 0.248 -2.164 -3.951
C -0.116 -1.136 -6.202
H -0.142 -0.635 0.724
H 0.577 -1.692 1.945
H -1.143 -1.825 1.550
H 0.523 -5.691 -1.583
H 0.982 -5.426 -4.081
H -0.383 -1.533 -7.181
H 0.771 -0.511 -6.312
H -0.923 -0.505 -5.836
S 3.055 1.949 -2.353
As 2.845 1.364 -4.427
S 2.848 -0.811 -3.942
S 0.592 1.597 -4.323
S 3.849 2.048 -6.075

Results of the Löwdin charge analysis, in e, for atoms 1 through 2: 1.1205, -0.0469

[2]
Molecular formula: CH14Ni3O10
Method: DFT, ωB97M-V/def2-TZVPD

Properties
⟨S²⟩: 12.02
Energy above the lowest of the compared OMol25 structures with the same formula, charge and spin in kcal/mol: 132.8
Multiplicity: 7
Charge: +4
LUMO energy (spin up / spin down) in eV: -15.657 / -18.428
Kohn-Sham gap (spin up / spin down) in Eh: 0.250 / 0.147
E_tot in eV: -144816.4792

Atoms and positions in Å:
Ni 21.176 2.750 -14.604
Ni 19.539 3.837 -19.341
Ni 20.202 -0.321 -18.300
C 21.686 2.216 -17.640
O 21.622 0.914 -17.930
O 21.976 2.569 -16.408
O 21.198 3.097 -18.414
O 23.745 0.635 -20.099
H 23.751 -0.327 -20.139
H 23.301 0.858 -19.275
O 23.448 5.158 -17.822
H 24.253 4.845 -18.310
H 22.743 4.472 -17.939
O 22.708 1.730 -13.688
H 22.634 0.803 -13.383
H 23.449 2.106 -13.182
O 20.783 -0.821 -20.107
H 21.599 -1.309 -20.322
H 20.360 -0.629 -20.965
O 23.591 -0.665 -15.442
H 22.916 -1.026 -16.026
H 23.695 0.253 -15.712
O 21.900 4.563 -14.207
H 21.882 4.985 -13.325
H 22.298 5.218 -14.802
O 24.899 3.026 -17.234
H 23.976 2.873 -16.961
H 25.472 2.861 -16.456

Results of the Löwdin charge analysis, in e, for atoms 1 through 2: 1.1360, 0.8227